(1)
The following is a quantum chemistry calculation of the molecule C3H5FS in a non-equilibrium geometry, from the Open Molecules 2025 dataset.

Geometry as XYZ:
```
10
Properties=species:S:1:pos:R:3:forces:R:3
C -1.118 0.823 -0.314 -1.94 3.52 -0.43
C -0.662 -0.342 0.026 0.85 -0.34 1.27
F -1.180 -1.500 -0.340 -0.11 -0.73 -0.41
C 0.645 -0.383 0.788 -0.46 -0.96 0.45
S 1.932 -0.335 -0.399 2.06 -0.19 -2.89
H -1.983 1.168 -0.980 1.31 -1.25 1.04
H -0.646 1.680 0.234 -0.34 -0.84 -0.91
H 0.935 -1.326 1.385 -1.27 1.74 -0.35
H 0.768 0.608 1.255 -0.33 -0.98 0.70
H 1.308 -0.392 -1.654 0.23 0.04 1.53
```
Forces are in eV/Å.

**Multiplicity**: 1
**HOMO energy**: -9.022 eV
**LUMO energy**: 0.034 hartree
**Gap between HOMO and LUMO**: 9.95 eV
**SMILES**: C=C(F)CS

How positive or negative is each atom? The Löwdin charges in e answer that:
1. C 0.04
2. C -0.52
3. F 0.08
4. C -0.54
5. S 0.69
6. H 0.10
7. H 0.08
8. H 0.10
9. H 0.06
10. H -0.08


(2)
The following is a quantum chemistry calculation of a cluster of 12 separate species, C63H105F15N12O15PS5 in total in a non-equilibrium geometry, from the Open Molecules 2025 dataset.

Geometry as XYZ:
```
216
Properties=species:S:1:pos:R:3:forces:R:3
C 2.831 -3.135 -11.802 0.23 0.48 0.92
C 2.040 -4.140 -10.937 1.33 0.49 0.29
N 0.883 -4.644 -11.645 -0.19 0.42 0.77
C 0.771 -5.686 -12.510 -0.43 -0.06 -0.73
C -0.508 -5.689 -12.943 -2.00 -0.41 -0.69
N -1.181 -4.588 -12.310 0.57 -1.41 -1.34
C -0.283 -4.017 -11.517 -0.56 1.11 -0.38
C -2.540 -4.029 -12.587 0.55 -0.38 1.25
H 2.628 -2.072 -11.501 0.12 -1.10 -0.58
H 2.598 -3.353 -12.807 -0.77 0.37 -1.42
H 3.905 -3.303 -11.853 0.13 0.00 0.83
H 1.588 -3.610 -10.109 0.45 -0.12 0.45
H 2.702 -4.957 -10.584 -0.75 0.31 -0.17
H 1.601 -6.269 -12.874 0.00 -0.11 0.37
H -1.023 -6.448 -13.617 0.72 1.52 1.03
H -0.453 -3.067 -10.947 0.29 -1.17 -0.36
H -2.871 -4.114 -13.607 0.73 0.38 -0.69
H -2.527 -3.007 -12.174 -0.25 -0.47 -0.48
H -3.274 -4.638 -12.081 -0.12 -0.06 0.67
C 9.276 4.173 1.166 -0.45 -2.10 -0.65
C 8.432 3.428 0.103 0.29 -0.03 1.04
N 9.092 2.095 -0.081 -1.01 -2.42 -0.63
C 10.190 1.901 -0.873 1.09 2.43 -0.57
C 10.411 0.615 -1.114 -0.66 -2.32 -0.01
N 9.357 -0.075 -0.441 1.36 -0.23 -0.12
C 8.607 0.842 0.126 -1.81 1.89 0.81
C 9.268 -1.578 -0.378 0.33 1.07 -2.71
H 9.034 5.189 1.205 -0.50 1.54 0.20
H 10.279 4.076 0.775 0.56 0.20 0.40
H 9.193 3.691 2.144 0.06 0.21 -0.14
H 8.618 3.899 -0.831 -0.07 0.56 -0.91
H 7.322 3.395 0.233 1.02 -0.61 0.25
H 10.716 2.775 -1.245 0.05 -0.36 0.03
H 11.086 0.042 -1.778 -0.36 0.77 0.80
H 7.607 0.765 0.567 0.70 -0.57 0.08
H 9.790 -1.856 -1.358 -0.88 -0.09 1.46
H 8.216 -1.851 -0.440 0.15 -0.11 0.17
H 9.793 -2.040 0.439 0.09 0.28 0.48
C -0.499 6.866 2.047 0.36 2.06 0.66
C -0.880 5.620 1.334 -0.10 -2.05 -1.26
N -2.086 5.844 0.457 1.07 -1.32 2.30
C -2.269 6.899 -0.350 1.51 0.62 -0.42
C -3.552 6.880 -0.668 -2.05 1.22 -0.92
N -4.183 5.880 0.038 0.52 0.52 -1.83
C -3.235 5.213 0.665 0.45 -1.46 1.63
C -5.628 5.738 -0.013 -0.64 -0.92 -0.77
H 0.291 6.653 2.785 -0.42 -0.02 -0.12
H -1.352 7.420 2.565 0.93 -1.11 -0.56
H -0.041 7.628 1.381 -0.30 -0.51 0.19
H -1.074 4.772 2.047 -0.35 0.86 -0.71
H -0.114 5.192 0.628 -0.30 0.78 0.82
H -1.445 7.547 -0.596 -0.23 0.05 -0.23
H -4.123 7.509 -1.339 0.16 -0.03 0.22
H -3.231 4.299 1.316 -0.67 0.96 -0.71
H -5.883 5.858 1.042 -0.99 -0.17 -0.42
H -5.897 4.734 -0.466 0.27 1.08 0.89
H -6.091 6.521 -0.700 0.84 -0.87 1.24
C -5.387 -5.858 2.827 0.47 -1.06 -1.68
C -4.144 -5.104 2.415 1.25 0.52 0.52
N -3.630 -4.290 3.528 -1.11 0.44 -0.21
C -4.404 -3.299 4.148 0.82 -2.22 -1.16
C -3.600 -2.732 5.021 1.23 0.04 1.08
N -2.338 -3.350 4.932 -1.13 1.66 1.22
C -2.402 -4.229 3.981 -0.41 -0.86 -0.91
C -1.114 -2.877 5.583 -0.83 -1.03 1.04
H -5.521 -6.624 2.009 -0.29 0.64 1.07
H -6.247 -5.222 2.865 -0.59 0.36 -0.11
H -5.297 -6.342 3.788 0.25 -0.29 0.16
H -4.264 -4.332 1.663 -0.42 -0.48 -0.69
H -3.288 -5.732 2.111 -0.65 0.07 0.03
H -5.432 -3.250 3.926 -0.84 0.38 0.00
H -3.879 -2.034 5.754 0.25 0.85 0.74
H -1.588 -4.699 3.494 0.60 -0.57 0.04
H -0.653 -3.723 6.193 -0.36 1.15 -1.04
H -1.467 -2.104 6.288 0.67 -0.11 -0.48
H -0.547 -2.529 4.736 0.92 0.39 0.40
C -0.456 -1.669 -4.379 0.63 -0.73 -0.02
C 0.748 -0.737 -4.350 -0.05 -0.71 -1.15
N 0.753 0.223 -3.295 0.92 1.60 0.04
C 1.408 1.458 -3.244 0.35 -0.62 -1.13
C 1.305 1.915 -1.992 -0.29 -0.28 1.15
N 0.621 0.943 -1.236 0.02 0.54 -1.87
C 0.336 -0.010 -2.098 -1.29 -1.84 1.67
C -0.022 0.966 0.056 -0.70 0.60 1.11
H -1.218 -1.141 -3.829 -0.71 -0.28 0.19
H -0.273 -2.711 -4.012 -0.17 1.08 0.10
H -0.726 -1.740 -5.435 -0.27 -0.09 0.53
H 0.718 -0.245 -5.301 0.14 0.86 -0.36
H 1.691 -1.233 -4.326 0.70 -0.71 0.05
H 2.009 1.778 -4.089 -0.37 0.23 0.24
H 1.736 2.787 -1.568 0.08 0.40 0.36
H -0.153 -0.920 -1.800 -0.22 -0.03 0.07
H -1.023 1.453 0.051 0.66 -0.14 -0.50
H 0.628 1.544 0.705 0.07 -0.35 0.37
H -0.221 -0.065 0.403 0.57 0.53 -0.16
C 3.950 4.411 4.202 0.62 1.23 0.55
C 2.534 4.665 3.746 0.08 1.45 -0.11
C 1.559 3.927 4.596 -0.53 -0.98 1.16
C 1.602 2.391 4.295 -0.77 1.48 0.20
P 1.362 1.319 5.722 0.23 1.07 -1.17
C 1.255 -0.289 4.904 -0.04 -1.34 2.05
C 2.412 -0.717 4.027 -0.03 -1.88 -1.00
C 2.709 -2.307 3.978 1.55 1.93 0.27
C 1.928 -3.128 3.028 0.08 -0.89 0.20
C 2.786 1.501 6.800 0.05 -1.47 0.22
C 2.803 0.327 7.838 0.46 1.52 1.00
C 3.384 0.759 9.199 1.39 0.25 -1.27
C 4.794 1.415 8.923 -0.49 -0.12 1.46
C -0.064 1.719 6.783 0.45 -1.57 -1.93
C 0.199 2.300 8.097 1.22 1.97 0.70
C -1.062 2.291 8.870 -1.03 1.12 1.20
C -1.816 0.997 8.963 -0.63 -0.79 2.47
H 4.017 3.352 4.273 0.89 -0.83 0.10
H 4.210 4.878 5.211 -0.61 -0.52 -1.24
H 4.667 4.810 3.463 -0.16 -0.43 0.37
H 2.354 4.282 2.757 0.40 -0.13 -0.84
H 2.390 5.762 3.665 -0.39 -0.51 0.32
H 0.531 4.241 4.516 -0.48 0.24 -0.53
H 1.731 4.091 5.650 0.54 0.20 0.56
H 2.517 2.111 3.796 0.48 -0.27 -0.08
H 0.779 2.248 3.601 0.03 -0.59 -0.01
H 0.348 -0.331 4.343 -0.88 0.38 -0.37
H 1.104 -1.040 5.713 0.16 0.36 -0.21
H 3.327 -0.220 4.261 0.67 0.40 0.26
H 2.139 -0.418 3.014 0.34 0.08 -0.16
H 2.610 -2.748 4.942 0.09 -0.01 1.24
H 3.796 -2.436 3.681 -1.10 0.38 0.47
H 2.260 -4.179 3.129 0.21 0.49 -0.62
H 2.103 -2.677 2.079 -0.23 -0.39 -1.22
H 0.881 -3.216 3.219 -0.80 0.50 0.08
H 2.682 2.440 7.341 0.16 0.21 -0.31
H 3.697 1.470 6.186 -0.25 0.30 0.24
H 3.478 -0.398 7.523 0.99 -1.56 -1.11
H 1.859 -0.138 7.982 -1.06 -0.38 -0.02
H 3.537 -0.080 9.895 -0.26 0.15 -0.41
H 2.707 1.443 9.663 -0.27 0.64 0.47
H 5.572 0.658 8.994 0.04 -0.10 0.11
H 4.978 2.159 9.718 0.19 -0.26 -0.44
H 4.947 1.888 7.959 -0.41 0.17 -0.04
H -0.430 0.710 6.955 -0.54 -0.24 -0.12
H -0.808 2.248 6.179 0.20 -0.11 0.33
H 0.577 3.336 8.011 -0.50 -0.06 -0.15
H 0.997 1.898 8.674 0.55 -1.19 0.24
H -1.709 2.945 8.294 -0.37 0.75 0.56
H -0.871 2.648 9.923 -0.35 0.05 -1.21
H -1.094 0.234 9.366 -0.95 0.13 -0.54
H -2.326 0.701 8.051 0.23 -0.22 -0.10
H -2.648 1.130 9.767 1.42 -0.37 -1.38
C -5.227 0.253 1.376 0.21 0.52 1.29
N -5.305 -0.225 0.023 0.07 -1.50 -0.37
C -6.318 0.115 -0.753 0.02 1.58 -0.19
C -6.366 -0.235 -2.086 -1.82 0.20 0.38
C -5.437 -1.087 -2.619 1.03 0.12 0.78
C -4.388 -1.449 -1.729 0.72 -1.77 -2.69
C -4.351 -1.083 -0.444 -0.72 1.18 1.94
C -5.448 -1.505 -4.051 0.06 -0.17 2.54
C -6.445 -2.277 -4.570 -1.67 -1.23 -1.32
C -6.366 -2.659 -5.892 -0.65 -0.76 0.53
N -5.302 -2.340 -6.610 1.22 -0.86 -1.46
C -4.272 -1.647 -6.138 -1.20 0.75 2.49
C -4.349 -1.251 -4.784 3.20 1.95 -2.21
C -5.114 -2.944 -7.957 -3.06 -0.43 0.39
H -6.011 -0.146 2.058 0.33 0.34 -0.81
H -5.176 1.343 1.348 -0.42 -0.03 0.08
H -4.258 -0.014 1.761 0.24 -0.29 0.22
H -7.005 0.876 -0.356 0.25 -0.64 -0.06
H -7.240 0.205 -2.572 0.52 -0.43 -0.51
H -3.540 -2.109 -2.029 -0.94 0.51 0.01
H -3.635 -1.485 0.278 -0.11 0.44 -0.48
H -7.287 -2.735 -4.059 0.15 0.66 0.46
H -7.096 -3.326 -6.378 0.41 0.52 0.37
H -3.506 -1.348 -6.808 0.89 -0.13 -0.38
H -3.499 -0.596 -4.406 -1.27 -1.01 -0.29
H -5.704 -2.332 -8.620 0.15 0.26 -0.57
H -5.611 -3.941 -7.967 0.65 0.61 0.16
H -4.100 -2.996 -8.197 1.52 -0.07 -0.39
C -3.697 1.400 4.789 -0.74 -0.72 0.15
F -4.846 1.042 4.167 -0.15 0.34 0.53
F -3.897 2.460 5.579 -0.02 -0.21 -0.69
F -3.399 0.371 5.638 0.26 0.40 -0.60
S -2.460 1.659 3.451 -0.57 -1.50 -0.38
O -1.343 2.030 4.267 1.32 -0.17 0.02
O -2.416 0.345 2.766 0.20 1.86 1.06
O -2.982 2.763 2.684 -0.39 -0.01 -0.41
C -2.620 3.447 -2.721 1.81 0.77 -1.26
F -2.258 3.193 -4.026 -0.12 0.15 1.58
F -1.485 3.903 -2.063 -1.37 -0.57 -0.62
F -3.498 4.452 -2.778 0.19 -0.15 0.44
S -3.360 1.948 -1.998 1.43 -1.03 0.95
O -3.768 2.356 -0.633 0.55 -0.60 -1.62
O -4.412 1.791 -2.967 -0.77 -0.46 0.05
O -2.302 0.892 -2.084 -1.75 1.90 0.37
C 4.936 -0.105 0.866 0.74 -2.37 -0.73
F 6.085 -0.348 1.510 0.78 0.27 0.09
F 5.220 -0.186 -0.474 -0.48 -0.72 0.79
F 4.170 -1.176 1.265 -0.06 1.54 -0.99
S 4.381 1.556 1.164 0.45 0.99 1.26
O 5.297 2.363 0.398 0.18 -0.02 -0.58
O 3.026 1.508 0.720 -1.28 0.22 -0.48
O 4.596 1.684 2.582 -0.43 -0.05 0.70
C 0.098 -3.619 -7.461 0.19 2.02 -1.67
F 0.373 -4.649 -8.217 0.38 -1.24 -0.93
F -0.555 -4.016 -6.429 -0.51 -0.81 2.16
F 1.280 -3.050 -7.124 -0.51 -0.06 0.25
S -1.037 -2.429 -8.351 -1.15 -1.07 2.06
O -1.269 -1.435 -7.304 -0.30 -0.23 -0.92
O -0.324 -1.968 -9.495 0.75 0.60 -1.14
O -2.191 -3.309 -8.636 1.04 0.96 0.01
C -0.925 -4.936 -0.453 0.14 0.92 0.46
F -1.217 -4.921 -1.770 -0.26 -0.05 0.81
F -1.652 -5.872 0.193 0.15 -0.05 -0.66
F 0.363 -5.245 -0.340 0.05 -0.17 0.04
S -1.274 -3.307 0.447 -0.97 0.46 -4.69
O -0.451 -2.303 -0.243 -1.07 -0.84 0.46
O -2.736 -3.222 0.230 1.30 0.18 0.31
O -0.880 -3.578 1.760 0.69 -0.65 3.20
```
Forces are in eV/Å.

**Multiplicity**: 1
**HOMO energy**: -13.874 eV
**LUMO energy**: -0.221 hartree
**Gap between HOMO and LUMO**: 7.85 eV
**Net charge**: +3

Atomic partial charges in e from the Löwdin method, atoms 1 to 99:
1. C -0.04
2. C -0.15
3. N -0.06
4. C -0.02
5. C 0.01
6. N -0.05
7. C -0.03
8. C 0.04
9. H 0.10
10. H 0.06
11. H 0.08
12. H 0.09
13. H 0.15
14. H 0.14
15. H 0.16
16. H 0.14
17. H 0.09
18. H 0.11
19. H 0.09
20. C -0.04
21. C -0.12
22. N -0.02
23. C -0.06
24. C 0.01
25. N -0.07
26. C 0.00
27. C 0.05
28. H 0.06
29. H 0.07
30. H 0.09
31. H 0.11
32. H 0.12
33. H 0.15
34. H 0.15
35. H 0.15
36. H 0.12
37. H 0.09
38. H 0.09
39. C -0.08
40. C -0.16
41. N -0.04
42. C -0.04
43. C -0.03
44. N -0.08
45. C -0.02
46. C 0.02
47. H 0.07
48. H 0.12
49. H 0.09
50. H 0.13
51. H 0.14
52. H 0.15
53. H 0.14
54. H 0.14
55. H 0.11
56. H 0.12
57. H 0.12
58. C -0.05
59. C -0.16
60. N -0.03
61. C 0.02
62. C 0.00
63. N -0.06
64. C -0.06
65. C 0.04
66. H 0.11
67. H 0.06
68. H 0.09
69. H 0.11
70. H 0.13
71. H 0.13
72. H 0.12
73. H 0.15
74. H 0.14
75. H 0.10
76. H 0.07
77. C -0.05
78. C -0.16
79. N -0.02
80. C 0.01
81. C 0.00
82. N -0.03
83. C -0.10
84. C 0.00
85. H 0.06
86. H 0.10
87. H 0.02
88. H 0.12
89. H 0.13
90. H 0.14
91. H 0.12
92. H 0.13
93. H 0.09
94. H 0.07
95. H 0.09
96. C -0.10
97. C -0.28
98. C -0.23
99. C -0.25